{"formula": "C20H54Br9N11O12P2", "method": "ωB97M-V/def2-TZVPD", "energy_ev": -711526.1552, "gap_ev": 8.36, "symbols": ["C", "P", "H", "Br", "N", "H", "H", "H", "C", "H", "H", "H", "H", "H", "C", "N", "O", "H", "C", "H", "H", "O", "C", "H", "H", "O", "N", "H", "Br", "H", "H", "C", "O", "C", "H", "H", "Br", "O", "H", "H", "N", "C", "O", "H", "H", "H", "H", "H", "H", "H", "O", "H", "N", "O", "O", "Br", "Br", "H", "H", "O", "C", "H", "N", "H", "C", "H", "H", "Br", "H", "H", "H", "H", "P", "C", "N", "C", "O", "H", "H", "Br", "C", "H", "N", "H", "C", "Br", "N", "C", "H", "C", "H", "C", "H", "Br", "H", "H", "C", "N", "O", "H", "C", "N", "H", "H", "C", "H", "H", "H"], "coordinates": [[-3.91761, -2.53643, -4.38769], [-3.17007, 0.82352, 0.52338], [1.56909, -0.72902, -0.85568], [-0.82876, -1.80801, -6.03885], [-3.86002, 1.54027, 1.83966], [-2.60668, 2.55459, -1.79002], [2.47929, -5.11423, -2.16178], [-5.81569, 0.49662, -1.45975], [-5.47731, 1.35601, -0.85818], [-3.09895, -3.25441, -4.31548], [5.62462, 2.17687, 1.05647], [4.82618, -0.63511, 0.57592], [-4.84946, -2.02181, 1.70070], [0.11408, 2.81457, -0.90871], [3.99702, 0.06598, 0.72032], [1.70094, 0.71362, 2.55203], [-1.14398, -1.24960, -2.07531], [3.11147, -0.55856, 0.83342], [0.38708, 1.38567, 2.55136], [6.31974, 0.71304, 1.78881], [-4.23112, 3.39584, 0.92717], [0.03544, 0.49029, -2.44108], [5.54616, 1.47430, 1.89575], [0.84035, -1.93960, -4.21543], [0.82313, 3.97548, 0.19297], [-5.57167, -3.88827, -5.26395], [-4.03510, 1.39254, -0.75479], [5.24204, -0.97982, -4.19637], [0.40497, -3.95503, -1.38211], [1.57221, -4.77262, 4.34729], [1.37345, 2.43533, -3.56440], [0.87977, 2.52211, -4.52269], [-0.23004, 4.67487, -2.43404], [-0.09852, 3.70552, -0.32952], [-3.87328, -2.16907, -5.40774], [5.70786, 2.02794, 2.81712], [4.11205, -3.20720, -3.80137], [0.15230, -3.48596, 1.91323], [-2.77975, -2.48608, 1.67859], [-2.87179, 0.80436, 3.58396], [4.23331, 0.85114, 1.90599], [-3.87313, 0.85894, 3.12262], [-1.73375, 1.10634, 0.32461], [0.25844, 0.05827, 0.15897], [1.03720, -1.22895, 2.84414], [0.47273, 3.52113, -4.63698], [-4.48604, 1.42012, 3.82468], [1.51893, -5.82039, 2.94430], [3.05985, 4.10270, 4.15769], [-4.03760, 2.04856, -2.72633], [2.68948, 3.01301, 1.81460], [4.74924, 0.38706, 4.28107], [-0.24761, -0.49638, -1.78978], [-0.75745, 5.86045, -0.72625], [1.49869, 2.03227, -6.69041], [6.10316, -1.62671, -1.96256], [3.33587, -0.28135, -2.81757], [3.47102, 0.54641, 5.53066], [3.51530, 3.37347, 5.69306], [-0.80871, -4.75322, 3.35926], [2.97196, 3.20202, 4.76221], [-5.86991, 2.25186, -1.34111], [-3.46562, -0.77515, 0.74686], [0.22225, 1.89554, 3.50717], [-3.30878, 1.74616, -1.97517], [-0.39432, 0.62420, 2.49702], [-5.57414, -0.63246, 0.88800], [1.82384, -6.63644, -0.37244], [-2.78129, 0.88657, -2.40252], [1.92147, 3.04461, 5.03986], [-3.10312, 3.46837, 2.27143], [-4.20852, -0.16684, 2.99982], [2.99120, 1.76135, 2.51936], [0.86894, -2.27164, -5.24402], [-0.37949, 4.83761, -1.23819], [1.49300, -4.77832, 3.26725], [-5.79373, -3.22573, -3.23926], [-0.93685, 3.56433, 0.33747], [-3.81198, -1.80451, -3.60329], [2.26202, -1.33922, -6.18111], [1.78049, -0.55031, 3.26837], [1.57067, -0.42144, 4.33711], [1.89254, 2.36271, -5.60004], [0.12625, 1.75596, -4.64944], [-4.01810, 2.98148, 1.91600], [3.22825, -3.75268, -0.16026], [-5.19406, -3.28397, -4.28315], [4.19116, 1.08055, 4.90413], [-4.94832, -2.04405, -0.02931], [2.05936, -4.91086, -1.18931], [4.90161, 1.60387, 5.54704], [-2.38026, -1.70624, 1.02490], [-1.53900, -1.21891, 1.50982], [1.06509, -4.19120, -5.17994], [0.34662, 1.97230, 1.64742], [-5.92346, 1.22497, 0.12405], [4.78092, -1.46678, -3.35236], [3.53650, 2.07418, 4.05944], [3.03815, 2.70048, -5.35318], [-4.88091, 3.21907, 2.53676], [-4.78999, -1.37449, 0.81382], [0.16925, -4.28664, 2.82582], [0.25355, -1.67149, -0.13062], [3.93849, 0.64938, -0.20637], [0.52868, -0.71923, -0.54843], [2.24964, -4.21213, 2.74411], [2.77582, -0.96737, 3.12311], [-2.04417, -2.22085, 0.11617]]}

=====

{"formula": "C20H54F6O19PS7", "method": "ωB97M-V/def2-TZVPD", "energy_ev": -161961.8118, "gap_ev": 9.36, "charge": -1, "symbols": ["H", "C", "H", "O", "H", "O", "O", "F", "H", "H", "H", "H", "H", "H", "H", "O", "O", "H", "H", "S", "C", "C", "S", "H", "O", "H", "S", "H", "H", "H", "C", "H", "H", "H", "O", "H", "H", "O", "H", "H", "C", "H", "H", "H", "S", "S", "H", "H", "H", "H", "C", "S", "H", "H", "H", "H", "H", "H", "S", "H", "H", "O", "O", "H", "H", "C", "H", "O", "O", "C", "C", "O", "H", "P", "H", "O", "C", "C", "C", "F", "O", "O", "O", "C", "C", "O", "H", "C", "F", "F", "H", "H", "H", "O", "H", "H", "H", "F", "C", "H", "H", "C", "C", "C", "H", "F", "C"], "coordinates": [[1.40445, -1.38111, -4.91881], [-2.77720, -0.10409, 4.18547], [-5.43327, 3.00287, -5.70452], [-6.57412, -0.99297, 1.87383], [1.21445, 2.14476, 3.26099], [-0.14373, -3.40021, 6.36214], [2.96228, -2.01268, 2.00259], [-1.11802, -1.25564, 0.18050], [-3.80450, 0.23068, -2.50104], [-4.87062, -1.24519, -0.17688], [-1.06958, -5.10015, 3.05769], [-2.89405, -0.85392, 4.96791], [1.23003, 0.62883, 2.41162], [4.87069, 4.92089, 3.91554], [3.63749, 1.40744, 4.16748], [-4.53297, 0.27539, -5.37765], [-1.96331, 4.62698, -2.02453], [-4.53180, 1.79606, -2.00702], [4.27194, 3.48002, 4.76791], [-0.87353, 5.53884, -1.56263], [4.17725, 4.08151, 3.86382], [3.46241, -3.40948, -0.23029], [-1.52402, -3.70517, 5.98976], [0.98050, -4.37538, -4.39700], [0.42169, -0.18786, -6.91088], [-1.80874, 0.32035, 4.45011], [4.61566, 3.10035, 2.41124], [5.51803, 0.09492, -1.79881], [-3.01912, -5.30963, 5.95434], [6.06501, 0.73202, -0.33981], [-2.86853, -0.68116, 2.79043], [3.09206, -4.33787, 0.20449], [1.64038, 2.98919, 0.82985], [-1.56372, -0.82587, -4.69266], [-2.58866, -2.92252, 6.57704], [-0.43131, 2.73742, -0.53468], [-4.70580, 3.66128, -4.29356], [0.19162, 4.71242, -0.63048], [-5.46505, 0.38797, -0.47351], [1.12867, 6.49194, -2.42677], [0.13157, -3.23948, 2.69528], [-1.40118, -6.20520, 5.93464], [-2.25252, -1.57549, 2.69665], [0.57240, -2.42240, 3.26638], [-5.16795, 1.18314, -4.31481], [-5.36548, -0.22043, 1.88150], [4.66709, 1.51164, -1.23879], [2.61598, 3.48259, -0.54303], [0.98111, -3.67689, 2.17084], [0.44477, 3.17392, -1.98003], [1.63815, -3.54300, -4.64750], [4.15695, -2.49302, 1.27939], [2.29044, -3.79057, -5.48494], [2.62294, -2.87877, -0.67946], [0.58184, 5.12579, -3.48372], [0.19125, -4.71697, 4.26752], [-3.09114, 1.73090, -3.00759], [-3.49206, 0.69524, 4.38076], [-0.62732, -1.24704, -6.96072], [-3.63950, 2.82387, -5.40001], [3.40785, -0.67608, -0.73356], [-4.14927, -1.19464, 2.51448], [4.54189, 3.98173, 1.25462], [3.74460, 0.46299, 0.63513], [2.02062, 1.88441, -0.56432], [0.38751, 3.35341, -0.90643], [3.58458, 0.17149, 2.90284], [3.35206, 2.10395, 2.24525], [-5.20275, 1.08178, 2.50924], [-1.95276, -0.79787, -5.71048], [4.16182, -0.26112, -0.06464], [-1.65522, -3.67768, 4.30992], [2.26849, -3.38500, -3.77240], [-0.32277, -0.51539, -1.07428], [-3.78333, 0.19291, 0.15334], [5.73229, 2.17339, 2.80764], [1.67999, 1.15922, 3.25086], [-2.02156, -5.42622, 6.37784], [0.79675, -2.28594, -4.92749], [0.51371, 0.12407, -2.32606], [4.90114, -1.22600, 0.53457], [-1.19269, 6.78224, -0.89708], [-1.28235, -1.79857, -8.16519], [-4.04796, 1.24596, -2.81411], [-4.64396, 2.81428, -4.97684], [0.02293, -2.54024, -6.12318], [3.15279, 4.42007, 3.70905], [-0.56085, -4.30116, 3.59703], [0.71758, 0.15298, 0.05357], [0.56578, -1.82377, -1.14519], [-2.13403, -5.57740, 7.45143], [4.31318, -3.41128, -0.91166], [0.05804, -2.09685, -4.14861], [5.17496, -3.22012, 2.09035], [-2.79121, -1.42105, -6.02153], [-2.28163, 0.20097, -5.99731], [-0.64470, -2.88122, 2.01916], [-1.34006, 0.76136, -0.96802], [5.14276, 0.59010, -0.90322], [-2.53430, 0.02566, 2.03097], [1.38138, 0.59772, 4.13611], [-4.79707, -0.20757, 0.14877], [1.74784, 2.89197, -0.25047], [3.19579, 1.14343, 3.20660], [-0.30775, 6.68657, -3.55012], [-1.38663, -1.27275, -2.11326], [0.28624, 6.01623, -2.92889]]}